1.
Computed, not measured: one molecule with the formula CH3NO2 at a distorted geometry, with wB97M-V/def2-TZVPD.

Summary:
SMILES string = O=CNO
gap between HOMO and LUMO = 10.80 eV
energy relative to the best compared isomer or geometry (same formula, charge and spin) = 2.869 eV
calculated total energy = -245.0737 Eh
HOMO level = -10.11 eV

Element x y z (Å)
O  -2.026  -0.150  -0.057
C  -0.902  0.248  -0.105
N  0.242  -0.514  0.081
O  1.443  0.060  -0.211
H  -0.650  1.330  -0.110
H  0.191  -1.434  -0.312
H  1.701  0.459  0.715

Cartesian forces, eV/Å:
-0.5 -0.7 -0.3
0.9 1.1 0.8
-1.9 -0.8 -0.2
1.7 2.1 2.7
0.0 -0.1 -0.3
0.0 -0.6 0.1
-0.2 -1.1 -2.8


2.
Computed, not measured: C8H27CdNO7 as an isolated structure at a distorted geometry, with wB97M-V/def2-TZVPD.

Summary:
gap between HOMO and LUMO = 8.03 eV
energy relative to the best compared isomer or geometry (same formula, charge and spin) = 0.000 eV
calculated total energy = -1070.1089 Eh
HOMO level = -7.54 eV

Element x y z (Å)
Cd  -3.962  4.674  12.906
C  -2.447  7.285  14.355
O  -2.920  6.512  13.327
H  -2.579  6.815  15.361
H  -1.366  7.490  14.268
H  -2.964  8.260  14.449
C  -5.367  1.654  12.959
O  -4.690  2.710  12.402
H  -6.413  1.587  12.605
H  -4.881  0.687  12.756
H  -5.437  1.744  14.065
C  -3.179  3.821  16.026
O  -4.201  4.175  15.086
C  -5.334  4.745  15.689
C  -6.422  4.993  14.666
N  -5.902  5.727  13.491
C  -6.843  5.756  12.384
C  -8.217  6.302  12.721
O  -8.041  7.616  13.203
C  -9.260  8.213  13.552
H  -2.306  3.554  15.438
H  -3.529  2.991  16.639
H  -2.915  4.688  16.636
H  -5.072  5.675  16.206
H  -5.756  4.035  16.415
H  -7.194  5.566  15.195
H  -6.886  4.074  14.304
H  -5.754  6.686  13.796
H  -6.947  4.747  11.970
H  -6.437  6.376  11.585
H  -8.785  5.702  13.443
H  -8.815  6.343  11.796
H  -9.063  9.196  13.976
H  -9.763  7.647  14.351
H  -9.920  8.308  12.683
O  -1.830  3.884  12.485
H  -1.282  4.603  12.154
H  -1.728  3.145  11.861
O  -2.804  2.084  10.778
H  -3.549  2.314  11.409
H  -3.148  1.401  10.201
O  -3.929  5.399  10.737
H  -4.295  5.219  9.868
H  -3.355  6.169  10.651

Cartesian forces, eV/Å:
0.5 0.0 0.0
-0.1 -0.3 0.5
0.1 0.1 -0.7
0.1 0.0 -0.2
-0.1 0.1 0.0
0.1 0.0 -0.2
-0.3 0.1 0.7
0.2 0.3 -0.7
0.1 -0.1 -0.1
0.0 0.0 0.0
0.0 -0.1 -0.1
-0.2 0.3 -0.5
0.2 -0.3 1.1
-0.4 -0.4 0.2
0.0 0.4 -0.3
-0.9 0.3 0.8
-0.6 -0.2 -0.4
-0.1 0.3 -0.4
0.2 0.0 0.2
-0.2 0.1 0.5
0.0 -0.2 0.0
0.1 0.0 0.1
-0.1 0.0 0.1
0.1 0.0 0.0
0.1 0.2 0.2
-0.1 0.0 -0.1
0.2 -0.2 0.1
0.4 0.0 -0.2
0.0 0.0 0.1
0.2 0.0 0.1
0.2 -0.1 0.1
0.0 -0.2 0.1
0.1 0.1 -0.2
-0.1 -0.1 -0.3
-0.1 0.0 0.0
0.7 -0.2 0.0
-0.1 0.2 0.2
-0.2 -0.1 -0.1
0.4 0.0 -0.3
-0.5 -0.1 0.1
0.1 -0.1 0.0
0.0 0.4 -0.7
0.0 -0.2 0.0
0.0 0.1 0.2


3.
Computed, not measured: one molecule with the formula C6H6F2 at a distorted geometry, with wB97M-V/def2-TZVPD.

Summary:
SMILES string = C#C[C@@H](/C=C\F)CF
gap between HOMO and LUMO = 10.92 eV
energy relative to the best compared isomer or geometry (same formula, charge and spin) = 2.391 eV
calculated total energy = -431.8441 Eh
HOMO level = -10.01 eV

Element x y z (Å)
C  -2.740  -0.334  -0.471
C  -1.609  -0.143  -0.060
C  -0.359  0.297  0.439
C  0.566  -0.882  0.675
C  1.687  -1.235  0.096
F  2.427  -0.500  -0.801
C  0.308  1.396  -0.397
F  1.363  1.933  0.357
H  -3.710  -0.537  -0.825
H  -0.532  0.705  1.450
H  0.197  -1.664  1.309
H  2.164  -2.248  0.269
H  -0.464  2.153  -0.694
H  0.703  1.059  -1.348

Cartesian forces, eV/Å:
2.4 0.2 0.8
-3.5 -0.2 -1.5
2.4 0.2 1.2
-0.4 0.0 -0.5
1.8 -1.2 -0.6
-0.8 -0.5 0.7
-0.8 0.7 -0.2
-0.8 0.0 -0.5
-0.4 -0.1 -0.2
-0.1 0.2 -0.3
-0.3 -0.1 0.4
-0.5 1.5 -0.1
0.8 -0.1 0.8
0.3 -0.4 0.1


4.
Computed, not measured: one molecule with the formula C3H4N2O, with wB97M-V/def2-TZVPD.

Summary:
gap between HOMO and LUMO = 7.42 eV
energy relative to the best compared isomer or geometry (same formula, charge and spin) = 5.413 eV
calculated total energy = -301.2883 Eh
HOMO level = -8.03 eV

Element x y z (Å)
O  -1.374  -0.230  1.440
C  -0.408  -0.178  0.461
C  0.021  1.029  -0.214
N  0.982  0.994  -1.062
N  1.342  -1.592  -0.644
C  0.398  -1.197  0.056
H  -2.237  -0.335  1.018
H  -0.534  1.932  0.067
H  1.186  1.907  -1.458
H  0.625  -2.329  0.335

Cartesian forces, eV/Å:
-0.2 0.0 -0.1
0.2 0.0 -0.2
0.1 -0.1 0.0
-0.2 0.2 0.1
-0.6 0.1 0.5
0.4 0.3 -0.4
0.1 0.0 0.1
0.1 -0.1 -0.1
0.0 -0.1 0.0
0.1 -0.2 0.0


5.
Computed, not measured: C31H31IrNO4PSe2Te2 as an isolated structure, with wB97M-V/def2-TZVPD.

Summary:
charge = -1
multiplicity = 2
gap between HOMO and LUMO (alpha / beta) = 5.47 / 5.52 eV
energy relative to the best compared isomer or geometry (same formula, charge and spin) = 0.118 eV
calculated total energy = -7340.3341 Eh
HOMO level (alpha / beta) = -3.21 / -3.26 eV

Element x y z (Å)
Ir  -0.359  0.748  0.415
N  -2.486  0.295  -0.089
C  -2.750  -1.102  -0.330
C  -3.912  -1.509  -0.974
C  -4.151  -2.856  -1.180
C  -3.239  -3.805  -0.734
C  -2.090  -3.397  -0.079
C  -1.837  -2.044  0.125
P  -0.358  -1.415  0.993
C  1.013  -2.239  0.104
C  0.978  -2.212  -1.292
C  2.036  -2.717  -2.029
C  3.147  -3.248  -1.385
C  3.192  -3.269  0.000
C  2.131  -2.767  0.742
C  -0.454  -2.253  2.597
C  -1.028  -1.545  3.639
C  -1.248  -2.147  4.869
C  -0.896  -3.472  5.056
C  -0.333  -4.198  4.010
C  -0.116  -3.595  2.782
H  -3.051  0.586  0.729
H  -2.772  0.845  -0.893
H  -4.631  -0.764  -1.292
H  -5.059  -3.170  -1.680
H  -3.427  -4.859  -0.892
H  -1.381  -4.135  0.274
H  0.135  -1.763  -1.801
H  1.998  -2.682  -3.110
H  3.976  -3.638  -1.962
H  4.058  -3.673  0.512
H  2.186  -2.779  1.822
H  -1.324  -0.519  3.481
H  -1.717  -1.570  5.657
H  -1.068  -3.951  6.012
H  -0.068  -5.239  4.150
H  0.312  -4.176  1.974
Se  -4.223  -0.536  2.730
Te  -4.028  1.000  4.656
Te  -1.433  2.061  4.479
Se  -1.385  2.347  2.011
C  2.446  2.624  2.236
C  2.469  1.150  1.796
C  2.037  0.279  2.977
C  3.895  0.777  1.372
C  1.541  1.010  0.620
H  3.097  2.757  3.106
H  1.435  2.935  2.495
H  2.806  3.274  1.434
H  2.697  0.446  3.833
H  2.081  -0.781  2.721
H  1.019  0.520  3.282
H  4.588  0.880  2.212
H  4.239  1.425  0.563
H  3.937  -0.257  1.020
H  2.047  1.163  -0.345
O  -0.055  0.710  -2.102
C  -0.230  1.943  -2.010
O  -0.439  2.515  -0.894
C  -0.211  2.804  -3.237
C  0.123  2.243  -4.460
C  0.154  3.010  -5.628
C  -0.167  4.337  -5.500
O  -0.220  5.293  -6.482
C  -0.569  6.512  -5.826
O  -0.780  6.235  -4.448
C  -0.501  4.898  -4.280
C  -0.531  4.165  -3.124
H  0.358  1.188  -4.487
H  0.415  2.584  -6.587
H  -1.489  6.904  -6.263
H  0.253  7.226  -5.933
H  -0.781  4.590  -2.163

Cartesian forces, eV/Å:
0.2 -0.1 0.2
0.1 0.0 0.0
0.0 0.0 -0.1
0.0 0.0 0.0
0.0 0.0 0.0
0.0 0.0 0.0
0.0 0.0 0.0
0.0 0.0 0.0
0.0 0.0 -0.1
-0.1 0.0 -0.1
0.0 0.0 0.0
0.0 0.0 0.0
0.0 0.0 0.0
0.0 0.0 0.0
0.0 0.0 0.0
0.0 0.0 0.0
0.0 0.1 0.0
0.0 0.0 0.0
0.0 0.0 0.0
0.0 0.0 0.0
0.0 0.0 0.0
0.0 0.0 0.0
0.0 0.0 0.0
0.0 0.0 0.0
0.0 0.0 0.0
0.0 0.0 0.0
0.0 0.0 0.0
0.0 0.0 0.0
0.0 0.0 0.0
0.0 0.0 0.0
0.0 0.0 0.0
0.0 0.0 0.0
0.0 0.0 0.0
0.0 0.0 0.0
0.0 0.0 0.0
0.0 0.0 0.0
0.0 0.0 0.0
0.0 0.0 0.0
0.2 0.1 0.0
-0.3 -0.2 0.0
0.1 0.2 0.0
0.0 0.0 -0.1
0.0 -0.2 0.0
0.0 0.1 0.0
0.0 -0.1 0.0
-0.4 0.1 -0.1
0.0 0.0 0.0
0.0 0.0 0.0
0.0 0.0 0.0
0.0 0.0 0.0
0.0 0.0 0.0
0.0 0.0 0.0
0.0 0.0 0.0
0.0 0.0 0.0
0.0 0.0 0.0
0.0 0.3 0.0
0.1 -0.1 0.0
0.0 0.0 0.0
0.0 0.0 -0.1
0.0 0.0 0.0
0.0 0.0 0.0
0.0 0.0 0.0
0.0 0.0 0.0
0.0 0.0 0.0
0.0 0.0 0.0
0.0 0.0 0.0
0.0 0.0 0.0
0.0 0.0 0.0
0.0 0.0 0.0
0.0 0.0 0.0
0.0 0.0 0.0
0.0 0.0 0.0
0.0 0.0 0.0


- The lowest energy relative to the best compared isomer or geometry (same formula, charge and spin) belongs to which entry?
  C8H27CdNO7